1.
{"formula": "C2H2N2OS", "method": "ωB97M-V/def2-TZVPD", "elements": ["S", "O", "N", "N", "C", "C", "H", "H"], "coordinates": [[-3.08, 1.12, 0.18], [1.14, -1.25, 0.33], [-0.10, -1.70, -0.12], [-0.68, -0.68, -0.52], [0.03, 0.46, -0.36], [1.19, 0.07, 0.30], [1.99, 0.62, 0.70], [-0.48, 1.36, -0.50]], "orbital_gap_ev": [11.077, 7.210], "e_homo_ev": [-10.34, -9.51], "spin_multiplicity": 3}


2.
{"formula": "C22H34MnNOP3", "method": "ωB97M-V/def2-TZVPD", "elements": ["Mn", "P", "P", "P", "O", "N", "C", "C", "C", "C", "C", "C", "C", "C", "C", "C", "C", "C", "C", "C", "C", "C", "C", "C", "C", "C", "C", "C", "H", "H", "H", "H", "H", "H", "H", "H", "H", "H", "H", "H", "H", "H", "H", "H", "H", "H", "H", "H", "H", "H", "H", "H", "H", "H", "H", "H", "H", "H", "H", "H", "H", "H"], "coordinates": [[0.54, 0.49, 0.43], [-0.41, 1.26, 2.44], [2.69, -0.47, 0.58], [-0.91, -2.69, 0.64], [-0.43, -1.24, 0.63], [1.12, 2.22, -0.16], [0.79, 3.83, -2.39], [3.74, 1.02, 0.54], [2.03, 3.14, -2.21], [-2.22, 1.28, 2.37], [0.27, 3.33, -0.04], [-0.30, 3.72, 1.20], [3.48, 1.80, -0.74], [-1.54, 5.47, 0.07], [0.47, -3.82, 0.74], [4.32, 2.63, -2.86], [0.07, 3.01, 2.50], [-0.90, 5.18, -1.13], [-1.97, -2.99, 2.05], [0.02, 4.11, -1.21], [-1.22, 4.76, 1.23], [3.16, -1.44, 2.04], [4.51, 1.93, -1.68], [2.21, 2.36, -1.03], [3.11, 3.26, -3.12], [0.04, 0.48, 4.01], [3.23, -1.43, -0.87], [-1.84, -3.03, -0.85], [2.60, -2.32, -0.99], [0.83, -3.87, 1.77], [1.29, -3.50, 0.09], [2.94, -0.86, 2.95], [4.28, -1.73, -0.76], [1.15, 3.05, 2.70], [5.12, 2.68, -3.60], [-1.37, -2.96, 2.98], [2.57, -2.37, 2.06], [3.50, 1.62, 1.44], [5.47, 1.45, -1.47], [-0.47, 3.46, 3.35], [-2.29, 6.25, 0.11], [4.78, 0.68, 0.60], [0.79, 4.63, -3.15], [-2.63, 1.61, 3.33], [-1.09, 5.76, -2.04], [1.11, 0.61, 4.20], [-2.43, -3.98, 1.97], [4.23, -1.67, 2.00], [-2.76, -2.23, 2.11], [-1.70, 5.02, 2.18], [-2.58, 0.26, 2.14], [-0.54, 0.93, 4.83], [-1.19, -2.91, -1.73], [3.13, -0.81, -1.78], [0.14, -4.82, 0.44], [2.96, 3.87, -4.02], [-2.23, -4.06, -0.83], [-0.18, -0.59, 3.95], [-2.56, 1.96, 1.58], [-0.17, 3.20, -3.71], [-0.61, 2.74, -4.14], [-2.68, -2.33, -0.94]], "orbital_gap_ev": [5.680, 7.167], "e_homo_ev": [-8.25, -9.89], "charge": 1, "spin_multiplicity": 5}


3.
{"formula": "C9H8ClNO3", "method": "ωB97M-V/def2-TZVPD", "elements": ["Cl", "O", "O", "O", "N", "C", "C", "C", "C", "C", "C", "C", "C", "C", "H", "H", "H", "H", "H", "H", "H", "H"], "coordinates": [[-2.10, 2.81, -0.29], [1.96, 1.43, 1.88], [0.53, -3.51, -0.95], [-1.24, -3.60, 0.30], [-0.53, -3.11, -0.54], [-0.17, 1.08, 0.20], [0.79, 0.17, 0.01], [-0.91, -1.71, -1.03], [-1.97, -1.16, -0.43], [0.04, -0.92, -3.34], [-0.39, -1.34, -2.28], [-1.58, 1.24, -0.39], [2.00, 0.31, 1.00], [-2.39, 0.20, -0.50], [2.92, 0.52, 0.38], [-2.47, -1.79, 0.16], [0.01, 1.74, 1.11], [-3.45, 0.52, -0.75], [0.49, -0.41, -4.19], [2.04, -0.58, 1.76], [2.28, 2.13, 1.39], [1.15, -0.52, -0.71]], "orbital_gap_ev": 8.519, "e_homo_ev": -9.35, "smiles": "C#C\\C(=C/C=C(Cl)\\C=C\\CO)[N+](=O)[O-]", "spin_multiplicity": 1}


4.
{"formula": "C44H50BF30O28Y", "method": "ωB97M-V/def2-TZVPD", "elements": ["Y", "F", "F", "F", "F", "F", "F", "F", "F", "F", "F", "F", "F", "F", "F", "F", "F", "F", "F", "F", "F", "F", "F", "F", "F", "F", "F", "F", "F", "F", "F", "O", "O", "O", "O", "O", "O", "O", "O", "O", "O", "O", "O", "O", "O", "O", "O", "O", "O", "O", "O", "O", "O", "O", "O", "O", "O", "O", "O", "C", "C", "C", "C", "C", "C", "C", "C", "C", "C", "C", "C", "C", "C", "C", "C", "C", "C", "C", "C", "C", "C", "C", "C", "C", "C", "C", "C", "C", "C", "C", "C", "C", "C", "C", "C", "C", "C", "C", "C", "C", "C", "C", "C", "B", "H", "H", "H", "H", "H", "H", "H", "H", "H", "H", "H", "H", "H", "H", "H", "H", "H", "H", "H", "H", "H", "H", "H", "H", "H", "H", "H", "H", "H", "H", "H", "H", "H", "H", "H", "H", "H", "H", "H", "H", "H", "H", "H", "H", "H", "H", "H", "H", "H", "H"], "coordinates": [[3.60, -1.57, -5.01], [-3.70, 2.60, 11.65], [-11.59, -3.94, 3.83], [2.24, -10.89, 4.21], [1.10, 12.48, 0.50], [6.49, 5.12, -2.89], [1.23, 2.86, -7.42], [-11.69, -1.13, -2.69], [-9.57, -0.77, -2.66], [1.21, 4.42, -5.69], [-1.15, -4.27, -1.64], [-0.46, 4.12, -7.05], [-10.84, 0.12, -4.18], [9.18, -0.05, -1.78], [0.78, -10.31, 2.73], [-4.58, 4.48, 12.29], [7.93, -1.44, -0.81], [10.04, -1.92, -0.90], [-12.72, -2.92, 2.12], [3.17, -7.88, -1.44], [5.62, 3.43, -1.83], [-0.76, 12.23, 1.80], [4.07, -7.95, -3.33], [-2.94, -3.02, -1.94], [0.84, 13.62, 2.36], [-2.79, -5.13, -2.57], [4.49, 4.37, -3.25], [2.92, -10.37, 2.25], [-2.57, 4.58, 11.63], [-10.98, -4.07, 1.75], [5.12, -8.74, -1.65], [2.62, -0.37, -0.96], [-5.35, 3.74, 9.59], [5.63, -6.09, -0.81], [5.72, 2.05, -4.30], [-11.00, -1.08, 3.47], [-1.17, 2.84, -4.90], [-0.86, 4.38, 1.77], [-12.10, 1.30, -1.63], [9.98, -2.65, -3.44], [-1.14, 1.03, 0.98], [0.47, 2.60, 1.50], [7.71, -2.09, -3.51], [1.06, 0.95, -0.17], [7.26, 3.68, -4.71], [-3.63, 5.15, 9.25], [0.60, 1.42, -5.07], [-2.40, -3.65, -4.79], [1.88, 10.38, 1.84], [2.20, -1.65, 1.83], [0.90, 0.21, 2.12], [2.66, -8.42, 4.83], [4.34, -5.42, -2.52], [-9.27, -2.40, 2.50], [-9.81, 1.59, -1.45], [0.97, 11.19, 3.82], [-2.93, 2.34, 1.29], [1.76, -7.60, 2.99], [-0.52, -2.82, -3.80], [-10.76, -0.22, -2.88], [-1.74, 2.18, -3.81], [-4.32, 4.26, 9.99], [-10.95, 0.98, -1.90], [6.19, 3.20, -4.08], [-0.69, 3.18, 1.57], [2.76, 8.30, 1.35], [4.80, -6.32, -1.80], [0.57, 12.46, 1.77], [2.23, -8.57, 3.59], [6.66, -6.11, 1.19], [5.67, 4.08, -2.99], [1.93, 0.03, 0.00], [-1.63, -3.42, -3.76], [3.06, -7.34, 6.94], [-3.79, -3.90, -4.72], [-0.02, 2.47, -5.39], [1.98, -10.10, 3.19], [-8.65, 3.63, -0.64], [11.31, -3.02, -5.36], [-9.94, 2.90, -0.85], [1.19, 11.33, 2.57], [-7.01, -1.99, 2.22], [-3.67, 4.13, 6.95], [-2.17, -3.95, -2.39], [-8.28, -1.46, 2.81], [-1.73, 2.14, 1.26], [4.31, -7.76, -2.03], [-3.74, 3.92, 11.43], [10.01, -3.48, -4.64], [8.01, 2.99, -5.66], [-10.59, -2.08, 2.85], [9.43, 2.88, -5.10], [-3.09, 2.78, -3.46], [8.80, -2.06, -2.93], [0.51, 3.46, -6.41], [-3.97, 5.34, 7.86], [2.40, -7.23, 5.57], [-4.30, -3.35, -6.02], [5.96, -6.98, 0.21], [-11.53, -3.30, 2.62], [1.77, -0.55, 1.46], [2.39, 9.24, 2.49], [9.04, -1.36, -1.58], [0.34, 1.17, 1.14], [-8.32, -1.50, 3.90], [-6.78, -2.97, 2.64], [-3.35, 6.14, 7.45], [-3.91, -4.98, -4.69], [10.12, 2.73, -5.93], [-10.47, 3.43, -1.64], [-1.06, 2.42, -2.99], [-7.14, -2.07, 1.14], [-3.56, 3.07, -4.40], [9.79, 3.71, -4.49], [7.85, 3.71, -6.46], [-3.85, 2.19, -2.94], [4.13, -7.21, 7.09], [2.86, -6.43, 4.99], [-6.11, -1.41, 2.42], [-8.41, -0.43, 2.46], [-4.32, -3.44, -3.89], [-2.62, 4.04, 6.65], [-4.11, 4.35, 5.98], [-3.66, -3.65, -6.85], [-1.69, 1.11, -4.01], [9.10, -3.51, -5.23], [2.77, -8.23, 7.48], [12.00, -2.43, -4.76], [-8.13, 2.97, 0.05], [-2.87, 3.76, -3.03], [10.20, -4.48, -4.25], [7.51, -5.53, 0.82], [-5.33, -3.69, -6.20], [11.65, -3.85, -5.98], [-7.92, 3.71, -1.45], [-5.03, 5.54, 7.75], [3.48, 7.58, 1.75], [1.33, -7.04, 5.58], [-8.82, 4.65, -0.29], [7.65, 2.03, -6.04], [5.09, -7.48, 0.64], [7.10, -6.70, 2.00], [-4.12, 3.30, 7.49], [2.63, -6.50, 7.49], [1.93, 7.77, 0.88], [6.08, -5.47, 1.85], [-10.53, 2.76, 0.06], [1.65, 8.91, 3.21], [9.56, 1.93, -4.60], [10.85, -2.33, -6.07], [3.26, 9.61, 3.04], [3.27, 8.86, 0.57], [-4.33, -2.28, -5.86], [6.60, -7.81, -0.06]], "orbital_gap_ev": 1.039, "e_homo_ev": -13.18, "charge": 2, "spin_multiplicity": 1}


5.
{"formula": "C13H48O13", "method": "ωB97M-V/def2-TZVPD", "elements": ["O", "O", "O", "O", "O", "O", "O", "O", "O", "O", "O", "O", "O", "C", "C", "C", "C", "C", "C", "C", "C", "C", "C", "C", "C", "C", "H", "H", "H", "H", "H", "H", "H", "H", "H", "H", "H", "H", "H", "H", "H", "H", "H", "H", "H", "H", "H", "H", "H", "H", "H", "H", "H", "H", "H", "H", "H", "H", "H", "H", "H", "H", "H", "H", "H", "H", "H", "H", "H", "H", "H", "H", "H", "H"], "coordinates": [[-16.42, 1.68, -20.94], [-18.22, 2.72, -23.15], [-12.83, 7.05, -21.28], [-10.99, 9.54, -23.24], [-17.00, 4.86, -27.37], [-18.50, 11.22, -26.02], [-12.32, 5.33, -19.07], [-15.43, 11.79, -22.33], [-15.31, 6.91, -22.81], [-15.33, 7.67, -20.01], [-13.82, 7.68, -26.08], [-19.63, 11.24, -20.16], [-16.38, 4.73, -20.27], [-17.85, 4.91, -26.26], [-11.98, 8.81, -23.86], [-18.74, 3.96, -22.72], [-17.83, 9.90, -25.98], [-15.41, 9.01, -19.46], [-18.64, 11.01, -21.04], [-12.02, 5.93, -21.36], [-15.53, 3.92, -21.08], [-15.40, 2.53, -20.45], [-11.31, 5.68, -20.04], [-15.96, 7.99, -23.29], [-15.00, 7.50, -26.80], [-14.79, 11.98, -23.58], [-19.55, 10.67, -19.39], [-18.18, 9.37, -26.87], [-13.16, 7.19, -22.17], [-11.21, 6.01, -22.09], [-12.61, 5.07, -21.66], [-14.40, 7.51, -20.17], [-17.85, 3.91, -25.82], [-18.00, 11.88, -26.51], [-15.20, 8.42, -27.34], [-14.95, 9.72, -20.15], [-10.66, 4.81, -20.12], [-16.71, 7.64, -24.00], [-14.80, 6.67, -27.48], [-17.71, 11.04, -20.47], [-15.27, 8.64, -23.83], [-17.99, 4.73, -22.93], [-19.65, 4.13, -23.28], [-18.22, 9.55, -25.03], [-18.87, 5.09, -26.62], [-16.47, 9.25, -19.42], [-11.69, 8.89, -24.91], [-15.88, 6.48, -22.17], [-14.42, 2.06, -20.54], [-18.94, 3.83, -21.66], [-17.40, 2.57, -22.67], [-16.24, 0.77, -20.70], [-12.91, 6.09, -19.06], [-15.08, 9.15, -18.43], [-16.31, 8.52, -22.41], [-12.94, 9.31, -23.69], [-14.65, 4.56, -21.03], [-18.70, 11.57, -21.97], [-15.88, 4.02, -22.11], [-15.84, 7.33, -26.13], [-17.24, 5.47, -28.08], [-11.27, 9.70, -22.33], [-17.66, 5.74, -25.58], [-13.97, 11.32, -23.86], [-14.52, 13.02, -23.72], [-15.60, 2.58, -19.38], [-15.88, 5.50, -20.00], [-16.10, 12.46, -22.26], [-13.51, 6.83, -25.77], [-16.75, 10.03, -25.92], [-18.72, 9.97, -21.36], [-15.59, 11.77, -24.29], [-11.89, 7.80, -23.46], [-10.64, 6.50, -19.76]], "orbital_gap_ev": 10.172, "e_homo_ev": -9.76, "smiles": "OCCO.OCCO.CO.CO.CO.CO.CO.CO.CO.CO.CO", "spin_multiplicity": 1}


6.
{"formula": "C18H21NO5PSnTe", "method": "ωB97M-V/def2-TZVPD", "elements": ["Te", "Sn", "P", "O", "O", "O", "O", "O", "N", "C", "C", "C", "C", "C", "C", "C", "C", "C", "C", "C", "C", "C", "C", "C", "C", "C", "C", "H", "H", "H", "H", "H", "H", "H", "H", "H", "H", "H", "H", "H", "H", "H", "H", "H", "H", "H", "H", "H"], "coordinates": [[0.91, 0.46, 0.57], [1.53, -1.25, -1.78], [4.45, 0.26, -1.09], [0.07, 0.14, -2.70], [-7.30, 0.20, -2.06], [3.08, 0.47, -1.71], [-0.77, -1.65, -1.76], [-6.67, 2.16, -2.68], [-6.46, 1.01, -2.42], [1.25, -0.74, 2.29], [0.00, -0.53, 3.08], [-2.19, -0.07, 4.74], [-1.15, 0.59, 1.17], [-2.38, -0.19, -2.56], [4.72, -1.51, -0.81], [-0.06, -1.09, 4.33], [-2.73, 1.07, -3.00], [-4.07, 1.46, -2.93], [-1.17, -0.89, 5.16], [-5.02, 0.52, -2.55], [4.66, 1.05, 0.53], [-2.15, 0.45, 3.43], [-1.09, 0.18, 2.59], [5.80, 0.96, -2.05], [-4.70, -0.79, -2.25], [-3.34, -1.11, -2.23], [-0.95, -0.56, -2.35], [4.17, -1.91, 0.07], [3.91, 0.63, 1.23], [5.54, 2.00, -2.16], [4.46, -2.08, -1.74], [1.39, -1.85, 2.02], [5.65, 0.78, 0.93], [-1.39, 1.61, 1.11], [-2.99, 1.02, 3.04], [-2.97, -2.08, -1.89], [0.81, -1.65, 4.68], [6.75, 0.83, -1.54], [-5.43, -1.49, -1.91], [-4.34, 2.49, -3.19], [4.51, 2.13, 0.46], [-2.03, 1.79, -3.34], [5.75, -1.70, -0.55], [-1.22, -1.36, 6.11], [-3.00, 0.21, 5.36], [2.15, -0.40, 2.79], [5.75, 0.51, -3.04], [-1.78, -0.05, 0.59]], "orbital_gap_ev": 8.465, "e_homo_ev": -11.93, "charge": 1, "spin_multiplicity": 1}


7.
{"formula": "C21H40N2O2PdSi4Te", "method": "ωB97M-V/def2-TZVPD", "elements": ["Te", "Pd", "Si", "Si", "Si", "Si", "O", "O", "N", "N", "C", "C", "C", "C", "C", "C", "C", "C", "C", "C", "C", "C", "C", "C", "C", "C", "C", "C", "C", "C", "C", "H", "H", "H", "H", "H", "H", "H", "H", "H", "H", "H", "H", "H", "H", "H", "H", "H", "H", "H", "H", "H", "H", "H", "H", "H", "H", "H", "H", "H", "H", "H", "H", "H", "H", "H", "H", "H", "H", "H", "H"], "coordinates": [[-2.37, 0.81, 0.94], [0.26, 0.41, 0.52], [1.35, -1.66, 0.34], [-2.08, -2.69, 2.06], [-1.40, -1.29, 0.28], [-1.95, -1.79, -1.96], [2.75, 0.95, 1.62], [0.95, 1.22, -1.52], [0.29, 2.46, 0.97], [-0.30, 4.55, 0.86], [-1.59, -4.51, 2.03], [2.75, -1.07, -0.77], [0.52, 2.43, -3.47], [1.79, -1.90, 2.15], [-0.54, -1.34, -3.11], [-3.44, -0.74, -2.40], [-0.45, 4.56, -2.02], [0.17, 2.95, 2.25], [0.07, 3.55, -4.11], [3.60, 2.53, 0.05], [-0.01, 3.45, 0.13], [-0.20, 4.25, 2.20], [0.00, 3.43, -1.33], [4.26, 2.52, 2.54], [0.85, -3.35, -0.34], [0.50, 2.30, -2.05], [-0.42, 4.64, -3.39], [-1.48, -1.93, 3.67], [-2.44, -3.61, -2.14], [3.47, 1.90, 1.41], [-3.96, -2.67, 1.99], [-4.33, -3.08, 1.05], [0.91, 1.58, -4.02], [-4.37, -3.29, 2.80], [-2.12, -2.23, 4.50], [-0.93, -1.25, -4.13], [3.88, 3.58, 0.11], [5.28, 2.74, 2.22], [2.87, -1.89, 2.27], [2.73, -0.01, -0.96], [-0.46, -2.25, 3.90], [-2.69, -3.83, -3.18], [-4.34, -1.66, 2.10], [-0.10, -0.38, -2.82], [1.41, -2.87, 2.50], [-1.64, -4.29, -1.84], [-0.55, 5.44, 0.48], [0.05, -3.84, 0.20], [-0.78, 5.53, -3.90], [0.36, 2.32, 3.11], [-2.09, -5.01, 2.86], [-0.52, -4.69, 2.15], [-3.32, -3.83, -1.54], [0.59, -3.34, -1.40], [-3.79, -1.00, -3.40], [4.40, 2.00, -0.48], [2.69, -1.58, -1.73], [-1.49, -0.84, 3.61], [-0.39, 4.98, 2.97], [2.68, 2.38, -0.51], [-3.17, 0.32, -2.39], [3.70, -1.34, -0.28], [0.26, -2.08, -3.13], [-0.83, 5.42, -1.48], [4.26, 1.87, 3.41], [0.10, 3.59, -5.20], [1.39, -1.12, 2.80], [-1.92, -5.00, 1.11], [-4.26, -0.88, -1.70], [3.79, 3.47, 2.79], [1.74, -3.98, -0.24]], "orbital_gap_ev": 6.018, "e_homo_ev": -7.03, "spin_multiplicity": 1}


8.
{"formula": "C4H10NO2", "method": "ωB97M-V/def2-TZVPD", "elements": ["O", "O", "N", "C", "C", "C", "C", "H", "H", "H", "H", "H", "H", "H", "H", "H", "H"], "coordinates": [[-2.27, 1.48, -0.91], [0.14, -2.00, -0.17], [1.76, -0.43, 0.67], [0.87, -1.55, 0.87], [1.10, 0.84, 0.52], [-1.36, 0.54, -0.31], [0.07, 0.98, -0.63], [-1.61, -0.43, -0.72], [0.04, 2.01, -0.96], [-1.51, 0.59, 0.78], [0.57, 1.11, 1.43], [1.82, 1.59, 0.24], [-2.92, 1.04, -1.46], [0.42, 0.40, -1.50], [2.38, -0.55, -0.13], [0.30, -1.31, 1.77], [1.51, -2.41, 1.12]], "orbital_gap_ev": [10.290, 7.636], "e_homo_ev": [-9.32, -9.25], "spin_multiplicity": 2}


Q: Which energy values were calculated for the entries above? A: -660.17785 -3163.57647 -1088.12588 -6871.68531 -1501.94905 -1952.91260 -2638.18175 -363.53807, in a.u..